Formula: C2H2DyFLiO
Source: the OMol25 dataset
Level of theory: wB97M-V/def2-TZVPD

Values from the calculation:
- HOMO level (spin up / spin down): -22.8 / -24.7 eV
- Lowest unoccupied orbital energy (spin up / spin down): -17.41 / -13.64 eV
- F_max: 5.471 eV Å⁻¹
- ΔE to the lowest compared entry with this formula, charge and spin: 0.00 kJ/mol
- Gap between HOMO and LUMO (spin up / spin down): 5.376 / 11.051 eV
- Expectation value of S²: 9.693
- 2S+1: 6
- Calculated total energy: -31123.673 eV
- Net charge: +3

Element x y z (Å)
H: -1.1473 1.5174 -0.8531
C: -0.9913 -1.2113 -0.0774
C: -1.6024 -0.0393 -0.1878
O: -0.7455 1.0566 -0.0086
Li: -3.3860 0.4589 0.9140
Dy: 1.4804 0.7390 0.4720
F: 0.4604 -1.2030 0.0629
H: -1.3818 -2.2076 0.0995

---

Formula: C12H20BrN2O4Ti
Source: the OMol25 dataset
Level of theory: wB97M-V/def2-TZVPD

Values from the calculation:
- HOMO level (spin up / spin down): -9.0 / -12.2 eV
- Lowest unoccupied orbital energy (spin up / spin down): -2.95 / -2.95 eV
- F_max: 2.724 eV Å⁻¹
- ΔE to the lowest compared entry with this formula, charge and spin: 156.87 kJ/mol
- Gap between HOMO and LUMO (spin up / spin down): 6.000 / 9.213 eV
- Expectation value of S²: 2.034
- 2S+1: 3
- Calculated total energy: -117090.752 eV
- Net charge: +1

Element x y z (Å)
Ti: -0.2189 -0.0725 0.3456
C: 2.3962 -1.0127 -0.9809
O: 1.8670 -0.0545 -0.0654
C: 2.1665 1.2706 -0.4637
C: 1.4182 2.1989 0.4750
O: 0.0217 2.0229 0.2355
C: -0.7317 3.1111 0.7587
H: 3.4810 -0.8929 -1.0566
H: 1.9377 -0.9015 -1.9733
H: 2.1525 -2.0005 -0.5859
H: 1.8352 1.4432 -1.5021
H: 3.2475 1.4562 -0.3944
H: 1.7008 3.2401 0.2737
H: 1.6586 1.9455 1.5210
H: -0.3945 4.0479 0.3017
H: -0.6180 3.1856 1.8475
H: -1.7798 2.9529 0.5017
N: -2.3050 0.0794 -0.0833
C: -3.0306 -1.1945 -0.3158
C: -2.3632 -2.3444 0.4376
C: -1.0636 -2.6830 -0.3331
O: -0.9349 -3.7105 -0.9478
O: -0.1886 -1.7326 -0.2942
H: -2.7444 0.5407 0.7171
H: -2.4436 0.6875 -0.8977
H: -3.0232 -1.4248 -1.3878
H: -4.0748 -1.0934 -0.0020
H: -3.0065 -3.2251 0.4347
H: -2.1335 -2.0457 1.4721
Br: 2.4898 -1.9527 4.8785
C: 1.0341 -0.9530 4.1768
C: 0.1640 -0.2846 5.0442
C: -0.8574 0.4613 4.4581
C: -0.9707 0.5307 3.0912
N: -0.1132 -0.1172 2.2341
C: 0.8718 -0.8696 2.8127
H: 0.2807 -0.3508 6.1113
H: -1.5547 0.9983 5.0825
H: -1.7525 1.1313 2.6299
H: 1.5339 -1.4014 2.1319

---

Formula: C3H7NO
Source: the OMol25 dataset
Level of theory: wB97M-V/def2-TZVPD

Values from the calculation:
- HOMO level (spin up / spin down): -15.7 / -15.1 eV
- Lowest unoccupied orbital energy (spin up / spin down): -4.29 / -9.19 eV
- F_max: 3.946 eV Å⁻¹
- ΔE to the lowest compared entry with this formula, charge and spin: 113.03 kJ/mol
- Gap between HOMO and LUMO (spin up / spin down): 11.437 / 5.922 eV
- Expectation value of S²: 0.756
- 2S+1: 2
- Calculated total energy: -6751.849 eV
- Net charge: +1

Element x y z (Å)
C: 0.5802 -0.0999 1.6897
N: 0.4458 -0.5455 0.3026
C: -0.1296 0.3982 -0.6168
C: -0.9293 -0.2773 -1.7701
O: -0.8745 0.1465 -2.8822
H: 1.1286 0.8422 1.7601
H: -0.4359 0.0480 2.0644
H: 0.9937 -0.8985 2.3022
H: 1.3385 -0.7897 -0.1360
H: 0.5505 1.1198 -1.0927
H: -0.9194 0.9866 -0.1376
H: -1.7489 -0.9304 -1.4835